The following is a quantum chemistry calculation of a 7-piece molecular cluster, H13O7 overall, from the OMol25 dataset.

Energy (eV): -14545.3367
Total charge: -1
Kohn-Sham gap (Eh): 0.3592
Energy above the lowest of the compared OMol25 structures with the same formula, charge and spin (kcal per mole): 22.7
2S+1: 1
HOMO (eV): -6.2

Last columns: bonded neighbours and bond lengths (Å).
Positions of all 20 atoms, in Å:
1 O 17.87149 -6.95330 -4.01493  H2 0.977
2 H 17.67465 -7.13368 -3.07513  O1 0.977
3 O 19.97667 -6.69206 -2.12391  H4 0.957, H5 0.957
4 H 20.66633 -6.27622 -2.64128  O3 0.957
5 H 19.24147 -6.77991 -2.73053  O3 0.957
6 O 19.20545 -5.89542 -6.14239  H7 0.957, H8 0.957
7 H 18.82578 -6.26738 -5.34632  O6 0.957
8 H 18.45524 -5.55466 -6.62953  O6 0.957
9 O 15.92604 -8.87741 -3.97079  H10 0.957, H11 0.957
10 H 16.09639 -8.99614 -3.03638  O9 0.957
11 H 16.56203 -8.21828 -4.24882  O9 0.957
12 O 16.09628 -7.09311 -1.53509  H13 0.957, H14 0.957
13 H 15.27440 -6.83890 -1.95475  O12 0.957
14 H 16.77680 -6.70813 -2.08728  O12 0.957
15 O 19.30739 -9.13566 -4.60327  H16 0.957, H17 0.957
16 H 18.76415 -8.44662 -4.22074  O15 0.957
17 H 19.04157 -9.16847 -5.52222  O15 0.957
18 O 16.13387 -5.71443 -5.81227  H19 0.957, H20 0.957
19 H 15.83043 -4.93422 -5.34813  O18 0.957
20 H 16.86172 -6.04061 -5.28306  O18 0.957